# 1
73
Properties=species:S:1:pos:R:3 method="wB97M-V/def2-TZVPD" charge=-1 e_lumo_ev=1.48
C -3.825 1.929 3.178
C -4.207 1.101 1.844
O -3.857 1.971 0.709
P -4.461 1.360 -0.760
O -4.948 -0.088 -0.475
C -3.195 1.287 -2.151
C -1.707 1.821 -1.711
C -0.816 0.508 -1.486
C 0.675 0.764 -0.958
B 1.062 -0.740 -0.351
O 1.813 -1.644 -1.219
N 0.653 -1.230 1.001
C 1.845 -1.670 1.810
C -0.119 -2.511 0.709
O 1.774 0.981 -1.899
S 3.134 1.343 -0.930
O 4.221 0.281 -0.887
O 3.928 2.557 -1.394
O 2.347 1.487 0.587
C 0.963 1.837 0.193
Cl -0.303 1.870 1.520
C 1.143 3.392 -0.189
C 0.897 4.020 -1.581
C 1.170 5.556 -1.792
C 1.693 6.498 -0.674
C 1.924 5.872 0.728
C 1.655 4.342 0.956
O -5.825 2.216 -1.367
C -6.127 3.393 -0.558
C -6.872 3.022 0.836
H -4.648 1.712 3.945
H -3.745 3.050 2.972
H -2.849 1.523 3.649
H -3.645 0.115 1.748
H -5.330 0.916 1.877
H -3.080 0.167 -2.420
H -3.577 1.792 -3.107
H -1.814 2.493 -0.793
H -1.339 2.430 -2.613
H -0.740 -0.101 -2.451
H -1.347 -0.132 -0.691
H 1.374 -1.571 -2.107
H 1.587 -2.629 2.399
H 2.130 -0.855 2.560
H 2.759 -1.917 1.169
H 0.594 -3.355 0.369
H -0.777 -2.284 -0.220
H -0.740 -2.867 1.597
H 0.549 3.379 -2.451
H 1.007 6.035 -2.825
H 1.925 7.609 -0.824
H 2.329 6.512 1.591
H 1.887 3.966 2.018
H -5.165 3.992 -0.412
H -6.861 4.032 -1.158
H -7.081 1.888 0.862
H -7.822 3.643 1.001
H -6.106 3.228 1.671
C 2.989 -4.836 -1.677
F 1.815 -4.230 -1.953
F 3.258 -5.650 -2.724
F 3.935 -3.871 -1.708
S 2.965 -5.734 -0.087
O 1.918 -6.728 -0.248
O 2.687 -4.708 0.905
N 4.456 -6.267 -0.148
S 4.861 -7.142 1.112
O 4.240 -8.450 1.214
O 5.002 -6.431 2.370
C 6.577 -7.491 0.591
F 7.303 -6.361 0.423
F 6.631 -8.144 -0.593
F 7.251 -8.251 1.479

# 2
61
Properties=species:S:1:pos:R:3 method="wB97M-V/def2-TZVPD" charge=+2 e_lumo_ev="-6.03 / -7.18" s2=0.75 multiplicity=2
Yb 0.776 0.469 1.380
Cl -0.487 2.678 2.229
C -0.645 3.804 0.848
C 0.222 3.619 -0.184
C 0.050 4.447 -1.314
Cl 0.986 4.006 -2.608
C -0.785 5.543 -1.280
Cl -0.808 6.572 -2.637
C -1.560 5.801 -0.174
Cl -2.608 7.098 -0.211
C -1.581 4.849 0.852
Cl -2.826 4.868 2.020
C -2.037 -3.005 4.950
C -0.725 -2.303 4.704
C 0.190 -2.030 5.782
C 1.398 -1.468 5.532
C 1.620 -0.946 4.232
Br 3.268 0.010 3.756
N 0.839 -1.252 3.192
C -0.310 -1.995 3.446
H -2.026 -3.630 5.867
H -2.238 -3.690 4.080
H -2.904 -2.345 5.025
H -0.120 -2.315 6.799
H 2.128 -1.387 6.355
H -0.937 -2.210 2.597
C 3.490 2.049 -0.060
O 2.374 1.493 0.602
H 3.262 2.408 -1.107
H 4.278 1.283 -0.144
H 4.042 2.850 0.470
H 0.887 2.867 -0.197
C -1.186 -0.898 -4.216
N -1.043 -0.217 -2.932
C -1.795 1.006 -2.722
P -0.230 -1.013 -1.698
O -0.316 -0.194 -0.392
N -0.984 -2.476 -1.364
C -2.071 -2.556 -0.408
C -0.737 -3.674 -2.143
N 1.325 -1.173 -2.259
C 2.296 -2.049 -1.633
C 1.987 0.069 -2.748
H -1.241 -0.157 -5.063
H -2.060 -1.586 -4.286
H -0.270 -1.497 -4.323
H -1.544 1.686 -3.562
H -1.486 1.388 -1.758
H -2.902 0.805 -2.716
H -2.261 -1.658 0.151
H -1.929 -3.378 0.332
H -2.978 -2.800 -0.994
H 0.005 -3.450 -2.914
H -1.694 -4.008 -2.611
H -0.387 -4.521 -1.489
H 1.927 -2.525 -0.693
H 3.215 -1.479 -1.411
H 2.578 -2.869 -2.328
H 1.397 0.587 -3.497
H 2.912 -0.238 -3.223
H 2.259 0.736 -1.903

# 3
55
Properties=species:S:1:pos:R:3 method="wB97M-V/def2-TZVPD" charge=+3 e_lumo_ev=-11.09 e_above_lowest_kj_mol=571.8
C -0.238 1.165 -4.478
N -0.141 1.723 -3.107
C 1.092 1.911 -2.552
C 1.232 2.203 -1.161
C 0.038 2.360 -0.400
C -1.222 2.484 -1.174
C -1.266 2.008 -2.479
C 0.105 2.522 1.136
C 1.216 3.109 1.748
C 1.352 3.064 3.148
N 0.355 2.495 3.889
C -0.739 1.943 3.363
C -0.917 1.922 1.978
C 0.671 2.200 5.320
H -1.107 1.577 -4.990
H -0.593 0.144 -4.345
H 0.692 1.258 -5.038
H 1.875 1.733 -3.274
H 2.214 2.261 -0.716
H -2.122 2.586 -0.585
H -2.207 1.781 -2.958
H 1.884 3.549 1.022
H 2.122 3.638 3.643
H -1.431 1.521 4.077
H -1.798 1.535 1.488
H 1.561 2.727 5.664
H 0.883 1.131 5.326
H -0.172 2.524 5.931
Cu -2.811 0.103 -1.831
Cu -2.964 -0.024 0.193
C -0.348 -0.576 -0.960
O -1.729 -0.565 -0.598
H 0.031 0.433 -1.124
H 0.254 -1.082 -0.206
H -0.109 -1.075 -1.899
Cl -1.594 -3.720 2.159
C -2.126 -2.003 1.955
C -0.994 -0.981 1.922
Cl -0.550 -0.612 3.607
H -2.930 -1.876 2.680
H -2.684 -1.920 1.023
H -1.436 -0.092 1.473
H -0.083 -1.270 1.397
C 1.451 -4.770 -2.672
C 1.432 -4.343 -1.194
C 1.110 -2.749 -0.839
C 1.668 -1.782 -1.804
N 2.128 -1.066 -2.602
H 1.636 -5.835 -2.810
H 2.280 -4.194 -3.082
H 0.515 -4.516 -3.168
H 2.397 -4.650 -0.791
H 0.798 -4.971 -0.568
H 1.282 -2.374 0.170
H 0.038 -2.564 -0.907

# 4
66
Properties=species:S:1:pos:R:3 method="wB97M-V/def2-TZVPD" e_lumo_ev=0.25 smiles="O=C1OCCO1.O=C1OCCO1.O=C1OCCO1.O=C1OCCO1.O=C1OCCO1.ClCCCl.ClCCCl" e_above_lowest_kj_mol=0.0
O 31.670 -6.782 -3.868
C 31.060 -6.667 -2.850
O 30.101 -5.753 -2.598
C 29.580 -5.948 -1.294
C 30.499 -7.001 -0.651
O 31.382 -7.319 -1.722
H 29.619 -5.007 -0.751
H 28.593 -6.408 -1.344
H 30.000 -7.918 -0.341
H 31.036 -6.567 0.192
O 23.109 -9.583 -0.765
C 24.138 -9.690 -1.336
O 25.015 -8.692 -1.630
C 25.845 -9.070 -2.703
C 25.806 -10.610 -2.577
O 24.722 -10.847 -1.711
H 25.457 -8.745 -3.670
H 26.847 -8.657 -2.610
H 26.733 -11.037 -2.194
H 25.677 -11.055 -3.565
O 22.724 -7.182 5.306
C 22.163 -6.704 4.384
O 22.763 -5.995 3.392
C 21.829 -5.740 2.331
C 20.497 -6.026 3.007
O 20.839 -6.795 4.144
H 21.901 -4.663 2.172
H 22.101 -6.266 1.419
H 19.815 -6.608 2.388
H 20.011 -5.105 3.333
O 24.332 -6.791 -4.637
C 23.486 -6.020 -4.316
O 23.569 -4.672 -4.408
C 22.365 -4.136 -3.868
C 21.428 -5.310 -3.659
O 22.339 -6.387 -3.728
H 22.637 -3.458 -3.063
H 21.829 -3.448 -4.536
H 20.665 -5.392 -4.435
H 20.888 -5.172 -2.720
O 26.395 -5.895 3.873
C 26.868 -6.051 4.950
O 27.957 -5.410 5.385
C 28.312 -5.821 6.692
C 27.075 -6.687 7.118
O 26.431 -6.912 5.888
H 29.275 -6.322 6.719
H 28.275 -4.938 7.332
H 26.369 -6.201 7.791
H 27.470 -7.584 7.596
Cl 23.605 -4.389 -0.719
C 25.057 -5.392 -0.851
C 25.407 -5.873 0.543
Cl 27.027 -6.602 0.546
H 25.914 -4.849 -1.246
H 24.749 -6.172 -1.541
H 24.702 -6.565 0.997
H 25.475 -5.056 1.261
Cl 26.420 -2.410 -3.756
C 26.869 -1.597 -2.198
C 25.650 -1.355 -1.348
Cl 24.731 -0.019 -2.040
H 27.337 -0.673 -2.521
H 27.601 -2.250 -1.726
H 25.891 -1.065 -0.325
H 25.051 -2.260 -1.265

# 5
55
Properties=species:S:1:pos:R:3 method="wB97M-V/def2-TZVPD" e_lumo_ev=0.18 e_above_lowest_kj_mol=0.0
O 0.343 0.275 -4.314
C 0.275 1.605 -4.953
C 0.133 1.020 -6.360
H 1.206 2.171 -4.778
H -0.598 2.180 -4.606
C 0.262 -0.344 -5.639
H 0.954 1.235 -7.046
H -0.830 1.165 -6.849
C 1.545 -1.038 -6.049
H 2.379 -0.332 -6.001
H 1.437 -1.397 -7.077
H 1.753 -1.902 -5.415
C -0.953 -1.237 -5.806
H -1.869 -0.695 -5.551
H -0.865 -2.139 -5.191
H -1.002 -1.555 -6.854
La -0.077 -0.202 3.181
C -2.640 -0.424 4.302
C -2.308 0.956 4.466
C -2.327 1.574 3.180
H -2.238 1.495 5.398
C -2.590 0.562 2.213
C -2.798 -0.678 2.907
H -3.103 -1.619 2.445
H -2.834 -1.127 5.115
H -2.248 2.647 2.987
H -2.708 0.735 1.139
C 1.558 -2.108 4.526
C 0.699 -2.819 3.630
C 1.081 -2.477 2.293
H -0.058 -3.554 3.914
C 2.182 -1.559 2.369
C 2.477 -1.341 3.751
H 3.312 -0.762 4.159
H 1.641 -2.259 5.600
H 0.661 -2.899 1.377
H 2.749 -1.161 1.526
O 0.392 0.645 0.778
C 0.043 -0.206 -0.370
C -0.175 0.727 -1.540
H -0.841 -0.804 -0.113
H 0.889 -0.883 -0.548
C 0.596 2.017 -1.179
H -1.251 0.945 -1.654
H 0.204 0.299 -2.466
C 0.639 2.029 0.338
H 0.117 2.908 -1.596
H 1.614 1.920 -1.590
H -0.153 2.652 0.773
H 1.603 2.347 0.734
O -0.296 -0.612 5.784
Cl 0.348 0.685 6.152
O -0.606 1.557 6.782
O 1.525 0.463 6.923
O 0.754 1.321 4.802

# 6
54
Properties=species:S:1:pos:R:3 method="wB97M-V/def2-TZVPD" e_lumo_ev=0.67 smiles="COc1ccc(NC(=S)N2CCC(N(C)C[C@H]3CCCO3)CC2)cc1Cl" e_above_lowest_kj_mol=0.0
C -2.652 2.045 -6.676
O -2.850 2.138 -5.287
C -1.767 2.332 -4.490
C -0.451 2.441 -4.926
C 0.580 2.633 -4.025
C 0.332 2.725 -2.658
N 1.409 2.939 -1.799
C 1.425 2.983 -0.425
S 2.415 4.109 0.282
N 0.665 2.114 0.272
C 0.588 2.226 1.713
C 1.616 1.315 2.378
C 1.340 -0.145 1.985
N 0.038 -0.579 2.495
C -0.008 -0.578 3.945
C -0.484 -1.813 1.939
C 0.348 -3.099 2.158
C 0.032 -3.864 3.453
C 0.051 -5.325 3.006
C -0.460 -5.197 1.574
O 0.106 -4.002 1.077
C 1.420 -0.199 0.455
C 0.410 0.761 -0.184
C -0.986 2.640 -2.211
C -2.008 2.440 -3.115
Cl -3.632 2.329 -2.547
H -2.018 1.191 -6.936
H -3.643 1.901 -7.103
H -2.214 2.963 -7.082
H -0.218 2.377 -5.976
H 1.593 2.716 -4.389
H 2.172 3.466 -2.205
H -0.417 1.921 2.016
H 0.761 3.266 1.992
H 2.612 1.591 2.027
H 1.599 1.456 3.456
H 2.152 -0.770 2.404
H 0.824 -1.132 4.403
H -0.943 -1.028 4.271
H 0.011 0.445 4.317
H -1.485 -1.955 2.358
H -0.607 -1.698 0.862
H 1.415 -2.842 2.114
H 0.754 -3.657 4.240
H -0.963 -3.599 3.814
H -0.576 -5.968 3.619
H 1.070 -5.712 3.005
H -0.146 -6.011 0.919
H -1.558 -5.130 1.559
H 1.261 -1.208 0.078
H 2.427 0.106 0.161
H -0.604 0.487 0.119
H 0.485 0.704 -1.269
H -1.220 2.750 -1.165

# 7
66
Properties=species:S:1:pos:R:3 method="wB97M-V/def2-TZVPD" charge=-1 e_lumo_ev=0.01 e_above_lowest_kj_mol=109.5
W -1.407 2.999 -2.139
N -4.567 5.062 -0.789
C -4.692 4.435 0.518
C -4.946 2.935 0.409
C -3.769 2.074 -0.029
O -3.652 0.922 0.344
O -2.924 2.682 -0.806
H -4.377 6.054 -0.719
H -5.408 4.931 -1.338
H -5.505 4.859 1.124
H -3.765 4.609 1.071
H -5.773 2.752 -0.287
H -5.255 2.527 1.372
Se -0.522 -0.636 -5.369
Sb -1.025 1.680 -5.059
Se 0.720 2.700 -3.199
Se -3.129 1.903 -3.649
Se -1.021 3.403 -6.700
Se 1.788 6.207 -1.737
Sb -0.434 5.782 -0.978
Se -1.790 5.062 -3.184
Se -0.313 3.463 0.093
Se -1.815 7.276 0.293
C 1.986 -1.783 -2.477
C 2.641 -2.248 -1.164
C 3.630 -3.375 -1.510
C 3.455 -1.089 -0.579
C 1.569 -2.777 -0.146
O 0.667 -3.688 -0.771
C 2.250 -3.522 1.027
C 1.384 -3.841 2.252
C 1.286 -2.743 3.284
C 2.433 -2.222 3.877
C 2.362 -1.215 4.827
C 1.121 -0.721 5.191
Cl 1.022 0.548 6.380
C -0.040 -1.220 4.627
C 0.054 -2.229 3.680
C 0.668 -1.695 0.454
N -0.151 -0.902 -0.446
C 0.053 0.325 -0.896
N -1.004 0.731 -1.581
C -1.850 -0.337 -1.523
N -1.364 -1.351 -0.858
H 2.670 -1.941 -3.313
H 1.744 -0.721 -2.481
H 1.062 -2.311 -2.702
H 4.320 -3.015 -2.274
H 3.139 -4.258 -1.931
H 4.223 -3.698 -0.655
H 4.217 -0.787 -1.299
H 3.967 -1.351 0.350
H 2.840 -0.209 -0.387
H 1.169 -4.253 -1.367
H 3.146 -2.985 1.348
H 2.593 -4.472 0.616
H 1.820 -4.720 2.736
H 0.382 -4.143 1.936
H 3.406 -2.611 3.597
H 3.256 -0.813 5.283
H -1.001 -0.820 4.919
H -0.855 -2.617 3.235
H 1.256 -1.003 1.056
H -0.047 -2.179 1.113
H 0.926 0.923 -0.694
H -2.824 -0.340 -1.974

# 8
58
Properties=species:S:1:pos:R:3 method="wB97M-V/def2-TZVPD" charge=+1 e_lumo_ev=-2.84 e_above_lowest_kj_mol=76.8
Mg -0.491 0.211 0.466
C 0.520 -0.816 5.004
Sb 0.599 0.200 3.160
C 2.683 0.596 3.059
C -0.106 2.147 3.847
C 0.956 3.210 3.799
C 1.903 3.260 4.823
C 2.952 4.162 4.805
C 3.071 5.050 3.742
C 2.123 5.031 2.735
C 1.054 4.129 2.748
C 0.029 4.227 1.648
Sb 0.327 2.885 0.020
C 2.183 3.619 -0.647
C -0.982 3.778 -1.374
H -0.496 -0.773 5.389
H 1.201 -0.301 5.680
H 0.819 -1.855 4.894
H 3.082 0.808 4.050
H 2.862 1.466 2.424
H 3.190 -0.274 2.641
H -0.447 1.974 4.869
H -0.985 2.403 3.260
H 1.808 2.572 5.658
H 3.667 4.179 5.618
H 3.879 5.770 3.716
H 2.190 5.755 1.929
H 0.063 5.222 1.201
H -0.995 4.070 1.986
H 2.063 4.668 -0.918
H 2.516 3.056 -1.517
H 2.921 3.530 0.150
H -0.690 4.818 -1.513
H -1.996 3.719 -0.983
H -0.942 3.254 -2.327
C 2.370 -0.489 -0.739
O 0.975 -0.830 -0.507
H 2.536 -0.355 -1.804
H 3.000 -1.277 -0.336
H 2.552 0.440 -0.208
H 0.763 -1.676 -0.918
F -6.046 0.888 -3.333
C -6.099 0.350 -2.117
C -5.176 0.602 -1.199
N -5.220 0.023 0.070
C -4.223 0.342 1.085
C -2.815 0.092 0.602
O -2.110 -0.823 1.124
O -2.279 0.867 -0.275
C -6.268 -0.802 0.457
O -6.360 -1.293 1.558
N -7.189 -1.049 -0.543
C -7.226 -0.542 -1.844
O -8.089 -0.841 -2.627
H -4.341 1.256 -1.402
H -4.426 -0.303 1.931
H -4.301 1.386 1.397
H -7.947 -1.666 -0.286